(1)
Density functional theory data (ωB97M-V/def2-TZVPD) for a cluster of 10 separate species, C10H40O10 in total in a non-equilibrium geometry.

Relative energy (zero: lowest compared OMol25 entry of this formula, charge and spin) (kJ/mol): 543.47
SMILES: CO.CO.CO.CO.CO.CO.CO.CO.CO.CO

XYZ file:
```
60
Properties=species:S:1:pos:R:3:forces:R:3
O -8.740 -8.451 -21.059 -0.3 -0.8 -0.9
O -6.503 -3.128 -12.557 1.1 -0.1 -0.4
O -6.452 1.716 -23.959 0.4 -0.9 -0.1
O -12.791 -2.512 -18.368 0.3 -0.7 -0.6
O -1.833 1.208 -11.128 -0.1 -0.1 0.1
O -8.586 3.390 -10.441 -0.2 -0.1 0.0
O -7.786 -8.986 -16.425 -0.8 -2.3 0.0
O -7.249 2.766 -19.563 0.5 1.1 -0.2
O -6.043 -0.788 -16.628 0.1 -1.2 -0.5
O -0.607 -0.700 -19.672 0.2 -0.3 -0.7
C -6.400 3.937 -19.422 0.1 -0.7 0.8
C -8.018 2.434 -11.313 0.2 -0.5 0.0
C -0.698 -0.042 -18.449 0.0 0.3 1.2
C -8.952 -7.059 -21.112 0.1 0.3 1.3
C -5.807 -2.007 -17.384 -0.2 0.8 -0.5
C -12.439 -1.212 -17.986 -0.6 0.6 0.9
C -7.634 -3.589 -11.889 -1.4 0.8 0.6
C -5.362 0.787 -23.857 0.6 0.6 0.1
C -1.523 0.153 -12.033 0.3 0.5 0.3
C -7.287 -7.792 -16.034 1.0 2.4 0.4
H -8.668 -8.722 -20.141 0.0 0.1 0.0
H -9.112 2.879 -9.821 -0.1 0.3 0.2
H -5.720 -3.646 -12.356 -0.1 0.0 0.1
H -0.751 -0.750 -17.622 0.0 -0.3 -0.1
H -9.566 -6.810 -20.247 0.1 0.6 0.1
H -6.138 4.059 -18.371 -0.1 0.1 0.2
H -2.425 -0.264 -12.481 0.0 -0.1 -0.1
H 0.092 -0.274 -20.173 -0.1 -0.1 -0.2
H -5.439 3.818 -19.923 -0.1 0.0 -0.4
H -6.709 1.914 -23.056 -0.2 0.1 0.1
H -12.786 -0.439 -18.672 0.1 0.0 -0.3
H -7.453 -9.646 -15.812 -0.1 -0.3 -0.2
H -7.601 2.948 -12.179 0.0 -0.1 0.2
H -6.652 -2.687 -17.487 -0.4 0.1 0.7
H -4.874 0.645 -24.822 -0.4 0.3 -0.2
H -7.942 -7.026 -16.450 0.3 0.2 -0.1
H -7.972 -6.585 -21.041 -0.1 0.5 -0.1
H -1.598 0.567 -18.373 0.0 0.2 -0.2
H -6.879 4.867 -19.727 -0.3 -0.4 -0.3
H -0.848 0.535 -12.799 0.0 -0.2 -0.3
H -6.098 -1.043 -15.704 -0.1 0.0 0.1
H -0.983 -0.604 -11.463 -0.2 0.0 -0.1
H -7.959 -2.835 -11.172 0.1 0.3 0.2
H -7.266 1.834 -10.802 0.5 0.2 0.0
H -4.609 1.212 -23.194 0.2 0.0 0.1
H -12.933 -1.014 -17.034 0.2 0.4 0.3
H -8.732 1.683 -11.649 -0.4 0.2 -0.3
H -2.099 1.976 -11.639 0.0 0.0 0.0
H -9.500 -6.669 -21.969 0.2 -0.7 -0.3
H -13.706 -2.676 -18.130 0.1 0.1 -0.1
H -8.449 -3.620 -12.612 0.0 -0.5 0.0
H -5.667 -1.691 -18.418 0.5 0.1 0.1
H -6.930 2.136 -18.912 -0.1 -0.1 0.0
H -7.580 -4.492 -11.281 0.4 -0.4 -0.5
H -5.569 -0.211 -23.473 -0.7 0.0 0.0
H -6.254 -7.664 -16.355 0.1 0.3 -0.5
H -4.946 -2.577 -17.034 0.1 0.2 0.0
H 0.179 0.573 -18.246 0.0 0.2 0.0
H -7.218 -7.602 -14.963 -0.5 -0.3 0.4
H -11.367 -1.111 -17.822 0.0 -0.3 -0.3
```
Positions in Å, forces in eV/Å.

Atom charges from the Mulliken analysis, given in e for atoms 1 to 2: atom 1 (O): -0.507, atom 2 (O): -0.483

=====

(2)
Density functional theory data (ωB97M-V/def2-TZVPD) for a cluster of 7 separate species, C60H70Cl2N10 in total in a non-equilibrium geometry.

Relative energy (zero: lowest compared OMol25 entry of this formula, charge and spin) (kJ/mol): 0.00
Charge: +8

XYZ file:
```
142
Properties=species:S:1:pos:R:3:forces:R:3
Cl 0.680 12.548 -3.545 0.2 0.5 0.3
Cl -3.316 20.523 -13.747 0.4 -0.2 0.1
N 15.046 18.231 -16.529 0.9 0.2 -1.6
N 7.035 16.246 -2.315 -1.4 0.2 0.5
N -4.506 14.804 -0.052 -0.4 2.0 0.1
N 4.687 19.052 -14.102 1.6 0.6 0.3
N 3.690 12.477 2.590 1.1 2.3 -1.7
N 17.494 22.806 -21.131 0.8 1.3 0.4
N 1.634 18.167 -7.821 1.4 -0.1 5.0
N 2.328 13.307 -22.187 -0.3 -0.3 0.3
N 4.089 7.864 -18.214 -1.3 0.2 -0.9
N -3.897 21.313 2.715 -0.1 -2.8 0.6
C 2.977 13.565 2.146 2.2 -0.6 -1.5
C 5.516 14.794 -0.519 0.0 1.3 0.6
C -4.177 20.210 3.558 0.8 0.8 -3.0
C 2.752 18.671 -12.866 -0.2 -0.3 -0.2
C 14.800 20.329 -17.584 2.4 -0.3 -1.9
C 3.407 18.859 -14.096 -3.5 0.6 3.0
C 16.092 17.901 -17.368 -1.0 0.5 0.5
C 1.015 18.176 -6.472 0.1 0.9 0.5
C 6.618 16.833 -1.160 1.0 -0.1 -0.2
C 1.724 14.473 -22.907 0.5 -0.6 -0.1
C 4.923 12.180 2.081 -0.8 -1.1 0.3
C -4.476 13.441 -0.556 -0.3 -0.8 -0.8
C 5.914 16.113 -0.245 -0.6 -0.5 0.4
C 16.790 21.786 -21.661 1.1 0.2 1.1
C -3.275 22.503 3.309 0.0 1.2 -0.7
C 5.818 14.300 -1.771 -1.3 -1.0 1.0
C 3.541 18.351 -9.126 1.3 0.4 1.0
C 1.399 18.255 -10.076 -1.1 0.1 -1.2
C 16.480 18.727 -18.418 -0.6 -0.2 1.0
C 4.791 18.912 -11.677 0.3 0.5 -2.1
C 7.950 16.913 -3.225 1.0 0.5 -0.3
C -5.364 15.760 -0.608 1.1 0.3 1.7
C -3.686 15.105 0.975 -1.4 3.2 0.3
C 18.227 23.742 -22.067 -0.3 0.1 0.2
C 3.509 10.118 -19.729 1.8 -0.8 0.9
C 14.776 17.400 -15.359 -0.5 -1.0 -0.1
C 15.882 19.971 -18.494 -1.6 0.2 1.8
C 5.544 12.815 1.017 -1.7 2.6 0.4
C 16.419 20.969 -19.391 0.6 1.3 -2.0
C 2.799 13.602 -20.909 -0.1 -1.2 -1.4
C 3.203 12.580 -20.062 -0.1 -0.6 -0.9
C 2.762 18.445 -10.262 -0.3 0.1 -1.9
C -4.526 17.490 0.896 0.3 -3.1 2.1
C 0.857 18.101 -8.829 -1.2 -0.1 -2.7
C 4.877 13.993 0.561 -1.7 -0.7 1.4
C 2.713 11.022 -21.863 -0.7 0.8 -1.3
C 3.158 11.752 3.699 -1.0 -1.3 1.2
C 17.642 23.044 -19.790 -1.7 -2.4 -0.5
C 2.506 9.215 -19.429 0.2 -0.8 1.4
C 6.548 15.046 -2.639 1.5 -0.6 -0.4
C 2.988 18.294 -7.882 -0.5 -0.3 -1.0
C 5.391 19.091 -12.947 -0.2 -1.1 2.0
C 5.270 19.195 -15.411 1.5 -0.8 -0.2
C 3.157 11.269 -20.569 -0.2 0.9 -0.9
C 2.296 12.064 -22.764 0.6 -0.3 4.3
C 4.354 6.630 -17.469 1.0 -1.3 0.6
C 3.397 18.716 -11.586 -0.1 -0.7 -0.7
C -4.230 19.919 0.765 1.3 1.4 0.2
C -4.482 19.001 2.956 0.3 -0.1 0.0
C 3.584 14.375 1.175 1.4 -1.3 -0.6
C 14.382 19.400 -16.699 0.0 -0.1 0.5
C -3.851 21.147 1.345 -0.8 -0.7 2.4
C -3.780 16.429 1.559 0.1 -1.2 -2.4
C 17.061 22.092 -18.887 0.7 1.9 -1.2
C 2.816 8.071 -18.682 1.2 0.6 0.2
C 5.093 8.752 -18.444 -1.4 -0.2 -0.2
C -5.378 17.106 -0.148 0.4 -1.7 -0.1
C -4.493 18.809 1.547 0.1 1.3 0.6
C 4.840 9.880 -19.219 -1.0 -0.5 -0.3
C 16.319 20.820 -20.800 -0.1 -0.3 0.4
H -3.970 19.832 -0.280 -0.5 -0.1 -0.2
H 2.570 9.993 -22.158 0.2 0.0 -0.4
H 18.119 23.435 -23.107 -0.3 -0.1 0.2
H 17.304 18.441 -19.055 0.0 -0.1 0.0
H 0.788 14.144 -23.357 0.2 0.1 -0.2
H 18.139 23.958 -19.502 0.2 -0.1 0.1
H 7.462 17.601 -3.914 -0.2 0.0 0.3
H -0.197 17.943 -8.655 0.0 0.1 -0.1
H 4.280 5.688 -18.011 -0.7 0.4 -0.9
H -3.129 16.542 2.413 -0.1 0.6 0.1
H -5.446 12.975 -0.382 0.0 0.0 -0.2
H 15.934 19.909 -21.234 -0.4 0.0 0.1
H 0.659 18.248 -10.862 0.3 0.1 -0.4
H 5.431 13.312 -1.970 0.3 -0.1 -0.7
H 2.544 10.933 3.323 0.3 -0.4 0.0
H 6.343 19.212 -15.222 0.0 0.7 -0.6
H 5.420 18.938 -10.799 0.2 0.1 -0.3
H 14.433 21.343 -17.530 -0.3 -0.1 -0.3
H 5.328 11.277 2.513 0.3 0.1 0.2
H 1.705 18.429 -12.979 -0.2 0.3 0.3
H 7.005 17.810 -0.909 0.0 0.1 -0.3
H 1.516 15.260 -22.182 0.1 -0.1 -0.3
H 5.109 18.253 -15.936 -0.2 0.2 -0.2
H 3.543 18.336 -6.957 -0.1 -0.1 -0.1
H 3.044 15.238 0.815 0.1 0.0 -0.1
H 4.616 18.396 -9.218 -0.1 0.0 0.3
H 2.815 14.675 -20.783 0.0 -0.2 0.8
H 0.966 19.216 -6.149 -0.1 0.2 -0.1
H 5.994 8.457 -17.926 0.4 0.5 -0.4
H 3.496 12.593 -19.023 0.1 1.1 0.0
H 8.686 17.429 -2.608 0.0 0.1 -0.2
H -0.013 17.814 -6.479 0.4 -0.4 -0.2
H 5.417 6.568 -17.234 -0.1 0.6 0.5
H -3.000 14.340 1.308 -0.2 0.0 0.2
H -2.209 22.309 3.424 0.0 0.2 -0.1
H 2.825 19.143 -14.960 0.0 -0.7 -0.3
H 6.562 12.655 0.697 -0.1 -0.7 0.0
H -3.408 21.991 0.838 -0.3 0.0 -0.4
H 17.145 22.317 -17.834 0.0 -0.2 0.1
H -4.547 18.160 3.630 -0.3 -0.2 -0.1
H 15.623 17.554 -14.689 -0.5 -0.3 0.4
H 14.630 16.361 -15.655 0.9 -0.1 -0.2
H -3.722 12.835 -0.052 0.0 0.3 0.0
H -3.661 22.912 4.242 -0.5 -0.9 0.1
H 1.644 17.694 -5.723 -0.2 -0.5 -0.4
H 1.800 11.846 -23.698 0.2 0.5 -0.2
H 13.771 17.562 -14.970 0.4 0.9 0.4
H 13.540 19.661 -16.075 0.1 -0.5 0.4
H 19.292 23.716 -21.837 -0.2 0.1 0.2
H 2.117 7.307 -18.376 -0.2 0.1 -0.2
H 8.481 16.180 -3.833 -0.1 -0.1 0.2
H 2.454 12.353 4.275 0.4 0.3 -0.1
H 6.468 19.054 -13.020 0.0 0.5 -0.2
H -3.860 20.254 4.590 -0.6 0.5 0.2
H 3.718 6.494 -16.594 0.1 0.5 0.0
H -3.503 23.286 2.585 0.6 0.2 0.1
H -6.067 15.411 -1.350 0.1 -0.1 -0.1
H 7.001 14.585 -3.505 -0.4 0.1 -0.4
H 1.955 13.615 2.490 0.1 0.5 0.2
H 1.472 9.483 -19.588 -0.1 -0.4 -0.5
H 5.688 10.492 -19.490 -0.1 0.3 0.1
H 16.792 21.787 -22.741 -0.3 -0.4 0.0
H 5.708 16.545 0.724 0.0 0.2 0.0
H 4.844 20.030 -15.967 0.3 0.1 0.2
H -4.232 13.480 -1.617 -0.1 -0.2 0.0
H 2.501 14.743 -23.623 -0.5 0.5 -0.3
H -6.135 17.776 -0.527 0.1 0.1 -0.3
H 17.799 24.736 -21.931 0.2 0.0 -0.1
H 16.636 16.996 -17.143 -0.2 -0.2 0.1
H 3.948 11.411 4.368 -0.1 -0.1 -0.2
```
Positions in Å, forces in eV/Å.

Atom charges from the Mulliken analysis, given in e for atoms 1 to 2: atom 1 (Cl): -0.978, atom 2 (Cl): -0.541

=====

(3)
Density functional theory data (ωB97M-V/def2-TZVPD) for a structure of composition C25H40BO4Zn in a non-equilibrium geometry.

Relative energy (zero: lowest compared OMol25 entry of this formula, charge and spin) (kJ/mol): 257.36
Charge: -1

XYZ file:
```
71
Properties=species:S:1:pos:R:3:forces:R:3
Zn 0.333 1.738 0.935 0.7 -1.8 0.0
O 3.522 -1.052 1.526 1.0 -1.2 0.5
O -0.358 5.193 -0.312 -0.2 2.4 -0.5
O -2.135 3.043 -3.215 -0.8 -0.2 1.4
O 2.589 -0.701 3.605 1.0 -1.3 0.5
C 4.257 -1.639 5.076 0.5 0.0 0.2
C 0.303 7.479 0.365 -0.1 -0.3 -0.1
C -2.511 3.127 -1.794 0.5 -0.1 0.5
C 4.820 -3.038 1.839 0.2 -0.6 0.1
C -1.267 -1.014 1.501 -0.5 0.6 0.4
C 0.460 5.961 0.596 0.3 -0.6 0.3
C 4.410 -1.736 2.474 -0.4 0.5 -0.1
C 5.629 -0.827 2.611 0.4 0.1 0.2
C -3.665 1.314 -4.043 -0.1 0.0 -0.2
C 0.280 -0.711 -1.404 0.7 0.6 -0.2
C -0.668 7.614 -0.821 0.1 -0.3 0.2
C -2.010 -0.059 0.768 0.5 1.1 0.8
C -0.611 -0.377 2.567 -0.7 0.6 0.2
C -0.899 1.028 2.525 -1.0 -0.9 -0.4
C 1.736 0.748 -0.351 -0.2 -0.6 -1.7
C 0.019 0.575 -1.911 -0.2 0.1 -0.2
C 1.331 -0.624 -0.469 -0.1 0.9 -0.5
C -4.008 3.768 -4.516 0.0 -0.2 0.0
C 3.521 -1.822 3.775 -0.3 0.1 -0.3
C 0.866 1.517 -1.258 0.4 -0.6 -0.3
C -0.999 6.164 -1.215 -0.4 -0.8 -0.2
C 2.687 -3.097 3.865 0.0 -0.4 0.0
C -4.009 2.943 -2.067 0.8 0.2 -0.8
C -3.523 2.734 -3.530 0.1 0.1 -0.2
C -1.786 1.243 1.356 0.0 -1.7 0.5
B 2.579 -0.417 2.266 -1.7 3.3 -0.1
H 4.837 -0.711 5.099 -0.2 -0.2 0.0
H -2.752 1.009 -4.570 -0.2 0.0 0.2
H -0.214 -1.636 -1.707 0.1 0.3 0.1
H -3.968 4.741 -4.023 -0.1 0.1 -0.3
H 2.139 -3.334 2.943 0.2 0.2 0.2
H 6.084 -0.686 1.621 -0.2 0.0 0.2
H 1.270 7.929 0.139 -0.1 0.0 0.1
H -2.198 4.079 -1.362 -0.1 -0.3 -0.1
H -2.092 6.009 -1.144 0.5 0.0 -0.1
H 1.954 -3.012 4.680 0.2 0.2 -0.2
H 0.157 5.672 1.609 0.1 0.1 -0.1
H -4.444 2.057 -1.613 -0.2 0.2 0.1
H 5.286 -2.845 0.867 -0.1 0.0 0.2
H 5.561 -3.544 2.473 -0.1 -0.1 -0.1
H 1.804 -1.467 0.017 -0.2 0.3 0.1
H -1.232 -2.083 1.282 0.1 0.4 0.0
H -0.042 -0.874 3.352 0.1 0.3 -0.5
H -5.030 3.516 -4.807 0.0 0.3 -0.1
H 3.976 -3.718 1.685 0.1 0.2 0.0
H 1.509 5.658 0.454 -0.3 0.0 0.1
H -0.665 0.797 -2.739 0.1 0.1 0.6
H 6.392 -1.283 3.255 0.0 0.1 0.0
H 5.380 0.167 3.007 -0.1 -0.4 -0.1
H -0.103 7.972 1.251 0.1 -0.1 0.0
H -2.392 2.119 1.190 0.0 0.2 -0.1
H -3.345 3.770 -5.391 -0.2 0.0 0.1
H -1.573 8.151 -0.510 0.2 -0.1 -0.2
H 1.050 2.536 -1.597 0.0 -0.2 0.1
H -0.220 8.153 -1.660 -0.1 -0.1 0.1
H -0.680 5.942 -2.251 -0.2 0.0 0.5
H -4.492 1.290 -4.754 -0.1 -0.2 0.0
H 3.550 -1.635 5.914 0.1 0.0 -0.2
H -2.108 2.321 -1.166 0.3 0.1 -0.5
H 2.707 1.079 0.018 -0.7 -0.1 0.1
H -0.760 1.738 3.333 0.1 -0.1 -0.1
H -2.664 -0.264 -0.072 0.3 0.1 -0.1
H -4.595 3.853 -1.926 -0.2 -0.2 0.1
H 4.942 -2.486 5.219 0.0 0.1 0.1
H -3.894 0.631 -3.222 0.3 -0.1 -0.2
H 3.340 -3.945 4.109 -0.1 0.0 -0.1
```
Positions in Å, forces in eV/Å.

Atom charges from the Mulliken analysis, given in e for atoms 1 to 2: atom 1 (Zn): 0.954, atom 2 (O): -0.760

=====

(4)
Density functional theory data (ωB97M-V/def2-TZVPD) for the molecule C6H7BrN4 in a non-equilibrium geometry.

Relative energy (zero: lowest compared OMol25 entry of this formula, charge and spin) (kJ/mol): 151.91
SMILES: [H]/N=C1/CC=N[C@](N)(Br)[C@H]1C#N

XYZ file:
```
18
Properties=species:S:1:pos:R:3:forces:R:3
Br 3.046 -0.290 -0.425 -0.7 0.3 0.0
N -2.199 0.964 -0.482 -0.9 0.0 0.8
N -1.764 -2.245 -1.428 -0.5 -0.8 -0.5
N 0.918 0.110 1.542 0.0 0.2 -0.3
N 0.829 -2.084 0.392 0.3 1.9 3.0
C -0.194 1.929 0.207 5.8 -2.7 -0.9
C 0.549 1.340 1.412 -0.4 -0.9 0.1
C -0.994 -1.439 -1.188 -0.9 -0.6 0.1
C -0.955 0.836 -0.385 -1.0 -0.9 -1.0
C -0.150 -0.392 -0.781 1.4 3.1 0.3
C 0.828 -0.728 0.413 -0.4 -0.9 -3.1
H -0.842 2.623 0.478 -2.5 3.6 1.2
H -2.743 0.106 -0.643 0.5 0.2 -0.6
H 0.376 -0.056 -1.688 0.4 -0.1 0.4
H 1.256 -2.464 1.218 0.2 -1.1 -0.4
H 0.549 -2.527 -0.465 0.5 -0.7 0.5
H 0.716 2.299 -0.419 -1.7 -0.3 0.5
H 0.774 2.018 2.242 -0.1 -0.3 -0.1
```
Positions in Å, forces in eV/Å.

Atom charges from the Mulliken analysis, given in e for atoms 1 to 2: atom 1 (Br): -0.382, atom 2 (N): -0.800